74
Properties=species:S:1:pos:R:3:forces:R:3:mulliken_spin:R:1 method="wB97M-V/def2-TZVPD" multiplicity=2 s2=0.807 largest_force_ha_per_bohr=0.009 e_homo_ev="-2.466 / -2.557" lumo_ha="0.07574 / 0.07571" total_energy_ha=-3606.85164 e_above_lowest_kcal_mol=0.00 total_charge=-1
V -0.221290 0.123461 0.476715 -0.178 -0.317 0.138 0.86
S 2.883814 3.106377 0.495238 0.028 0.112 -0.035 0.00
S 1.553719 1.131359 -1.377876 0.053 0.004 -0.023 -0.01
Si -2.792556 1.898462 -0.960347 -0.127 0.013 0.016 0.01
Si 1.373847 -2.634773 -0.609449 0.054 -0.119 0.113 0.01
N -1.435347 -0.800262 1.699051 -0.145 -0.036 -0.017 0.03
N 3.594152 2.726074 -1.932799 -0.034 0.071 -0.042 0.00
N 0.999289 -0.433827 1.998751 0.097 -0.048 0.009 0.02
N 0.186477 -1.420652 -0.897639 -0.297 0.301 -0.148 -0.02
N -1.618024 0.631445 -0.944174 0.241 -0.163 0.030 -0.02
C -2.378071 3.224112 -2.239928 0.014 0.037 0.000 0.00
C 1.149894 -1.314061 4.270056 0.035 -0.004 0.022 0.02
C -1.408839 -1.998295 -4.245544 0.017 0.002 0.045 0.00
C 4.250036 3.976644 -1.594879 0.014 -0.058 0.008 0.00
C 2.308408 -0.067430 2.135851 -0.056 -0.061 0.017 -0.02
C -2.253937 -0.908912 -4.311735 -0.001 0.015 0.038 0.00
C 1.611885 -4.056718 -1.848909 -0.029 -0.009 -0.023 0.00
C 2.667753 2.280533 -1.040303 0.059 0.015 0.002 0.01
C -1.821763 -1.926468 3.829659 -0.038 -0.003 0.014 0.00
C -0.608750 -2.174929 -3.121580 0.069 -0.027 -0.112 -0.01
C -3.599860 -1.702265 2.246885 0.017 0.010 -0.020 0.03
C 3.133198 -1.952954 -0.588243 0.014 0.039 -0.009 0.00
C 1.048505 -3.600655 0.970205 0.002 0.036 0.060 0.00
C -0.031019 2.035699 1.425105 0.108 0.087 -0.235 -0.03
C 4.406001 3.915402 -0.084490 0.010 0.002 0.010 0.00
C -0.960872 -1.261320 2.918428 0.007 0.065 0.001 0.02
C -1.524210 -0.189145 -2.082207 0.040 -0.083 0.074 0.00
C -4.563276 1.263676 -1.213975 -0.018 -0.018 -0.052 0.00
C -0.608060 -1.289538 -2.038697 0.018 0.097 0.170 0.01
C -2.751591 -1.066233 1.401925 -0.009 -0.009 -0.004 0.00
C -3.028048 2.879498 0.621916 0.064 -0.035 0.096 0.00
C -2.301792 -0.030365 -3.233739 0.035 0.062 -0.071 0.00
C 0.397655 -1.012491 3.103564 0.031 0.023 -0.044 0.03
C 2.466476 -0.994626 4.340771 0.009 -0.010 0.025 -0.01
C 3.062582 -0.322542 3.234867 0.019 0.025 -0.009 0.04
C -3.123332 -2.144175 3.515727 -0.015 -0.015 0.026 0.02
H -3.869607 3.551178 0.421107 -0.005 -0.013 0.016 0.00
H 3.636442 4.838111 -1.881741 -0.013 0.001 -0.001 0.00
H -5.260995 2.104098 -1.142735 0.006 -0.001 -0.015 0.00
H 2.434937 -4.654271 -1.443124 0.002 -0.011 -0.002 0.00
H 0.053247 -4.052609 0.925024 -0.003 0.019 0.004 0.00
H -2.408820 2.880599 -3.273729 0.007 -0.001 0.004 0.00
H 5.214444 4.045341 -2.098209 0.001 0.002 -0.007 0.00
H -3.065253 -0.730816 0.424033 0.000 -0.024 0.002 0.00
H 2.724059 0.473540 1.297007 0.005 -0.054 -0.010 -0.01
H -3.782627 -2.653427 4.207120 0.000 -0.001 -0.004 0.00
H -0.955344 2.167849 1.993470 -0.012 -0.107 0.049 0.00
H 1.781229 -4.411585 1.038065 -0.013 -0.008 0.018 0.00
H 3.416639 -1.687361 -1.611250 0.007 0.007 0.002 0.00
H 1.906321 -3.725578 -2.846900 0.022 -0.024 0.024 0.00
H 3.280545 -1.074098 0.033099 -0.005 -0.007 0.016 0.00
H -1.423190 -2.264174 4.777215 0.018 0.002 -0.006 0.00
H -4.805412 0.577100 -0.396456 -0.015 0.018 -0.003 0.00
H 4.097057 -0.006838 3.259713 -0.001 0.003 -0.005 0.00
H 1.106984 -3.014267 1.886071 -0.006 -0.006 -0.043 0.00
H 5.270261 3.314911 0.199136 -0.003 -0.004 -0.007 0.00
H -2.170851 3.485449 0.905678 -0.002 0.016 -0.019 0.00
H 0.657992 -1.796307 5.104430 -0.016 -0.001 -0.009 0.00
H 4.488116 4.903139 0.363011 -0.004 0.000 0.006 0.00
H 0.086847 2.909618 0.776572 -0.105 0.038 -0.038 0.00
H -1.359580 -2.718124 -5.054825 -0.002 0.003 -0.002 0.00
H -4.755602 0.739289 -2.148667 0.012 -0.010 0.008 0.00
H 3.424495 2.475869 -2.895220 0.019 -0.015 0.006 0.00
H 0.034387 -3.038314 -3.095976 -0.046 0.075 -0.001 0.00
H 0.781443 2.041947 2.156399 0.019 0.064 -0.021 0.00
H -1.361454 3.577580 -2.040888 -0.011 0.006 0.001 0.00
H -2.884471 -0.737465 -5.176473 0.001 0.004 0.000 0.00
H 3.817902 -2.733297 -0.239963 -0.001 0.009 -0.008 0.00
H -4.623127 -1.873612 1.941393 -0.001 0.002 -0.006 0.00
H -2.980125 0.806526 -3.303895 0.004 0.014 0.002 0.00
H 0.744227 -4.714336 -1.938795 -0.011 0.028 -0.016 0.00
H 3.046062 -1.224503 5.225883 0.001 0.006 -0.001 0.00
H -3.303635 2.252326 1.472781 0.037 -0.027 0.011 0.00
H -3.056595 4.076406 -2.136561 0.001 -0.005 -0.018 0.00